Below is a single C22H22ClN3O3 molecule at a distorted geometry, with properties calculated with the ωB97M-V functional and the def2-TZVPD basis.

```
51
Properties=species:S:1:pos:R:3:mulliken_charge:R:1
C -0.316 2.590 0.767 -0.268
H 2.314 -1.506 -1.942 0.332
H 2.114 -3.562 1.957 0.402
H 3.066 0.580 -3.836 0.266
Cl -0.170 5.471 -1.976 -0.219
C 1.441 -2.497 0.188 0.477
C 1.915 1.271 -2.100 -0.221
C -1.668 -2.114 2.151 0.341
H -2.061 1.035 -1.674 0.713
H -6.172 -1.871 1.246 0.413
O -1.688 -3.187 2.729 -0.727
C 2.358 0.879 -0.689 0.456
C -1.354 0.339 0.842 -0.013
H 1.578 0.364 -0.133 -0.665
H 2.671 1.761 -0.129 0.372
H 3.600 2.152 -3.204 0.348
H 1.166 0.572 -2.468 0.288
H 1.494 2.272 -2.134 -0.003
C -1.245 3.002 -1.812 -1.061
C 1.208 -3.101 1.565 -0.812
H -1.591 3.165 -2.821 0.408
N -0.491 -1.399 2.037 0.299
C 3.211 1.169 -2.923 -0.661
H -5.945 0.339 0.179 0.425
C -1.518 1.814 -1.160 -0.443
C 0.731 -2.001 2.526 -0.951
H -4.156 -3.000 2.174 0.494
H 0.047 2.418 1.769 0.405
C -4.088 -2.045 1.676 -0.592
H 0.422 -3.854 1.493 0.402
H 0.523 -2.441 3.505 0.437
O 0.550 -2.327 -0.617 -0.624
C -3.833 0.433 0.434 -0.556
C 3.153 -1.476 -1.246 -1.000
C -1.068 1.601 0.141 0.550
N -0.343 -0.244 1.400 -0.517
C -0.039 3.781 0.124 -0.702
C -5.067 -0.165 0.556 -0.744
C -0.513 3.984 -1.163 0.312
C -2.686 -0.211 0.917 1.127
C 3.567 -0.014 -0.973 0.275
N 2.725 -2.146 -0.044 -0.061
C -5.198 -1.412 1.165 -0.556
H 4.308 -0.001 -0.164 0.429
H 3.413 -2.269 0.682 0.265
H 0.538 4.550 0.613 0.460
C -2.831 -1.448 1.568 -0.089
O 4.194 0.548 -2.106 -0.512
H -3.746 1.408 -0.020 0.563
H 4.005 -2.004 -1.686 0.288
H 1.473 -1.205 2.613 0.450
```

Summary:
Max |F|, eV/A: 1.1
Energy above the lowest of the compared OMol25 structures with the same formula, charge and spin, eV: 0.828
Net charge: 0
Orbital gap, eV: 8.7
SMILES: O=C(CCn1nc(-c2ccc(Cl)cc2)c2ccccc2c1=O)NC[C@@H]1CCCO1
HOMO energy, eV: -8.5